Entry from the Open Molecules 2025 dataset: C10H16 in the gas phase in a non-equilibrium geometry (the ωB97M-V functional and the def2-TZVPD basis).

The geometry in XYZ format:
```
26
Properties=species:S:1:pos:R:3:forces:R:3
C 1.117728 0.261716 -0.495747 0.23 0.07 0.01
C 1.132199 1.802217 -0.438374 -0.03 -0.17 -0.01
C 0.838146 -0.198020 -1.934214 -0.07 -0.03 0.22
C 2.498834 -0.266727 -0.075291 -0.07 0.10 -0.09
C 0.078567 -0.251232 0.488109 -1.44 0.32 -0.88
C 0.186924 -0.804708 1.635663 0.15 0.18 0.44
H 1.337127 2.147852 0.575622 0.02 -0.01 0.00
H 1.905259 2.194515 -1.102373 0.01 -0.02 0.00
H 0.178308 2.226232 -0.753905 -0.02 -0.01 0.00
H 0.727767 -1.282134 -1.981878 0.06 -0.03 -0.01
H -0.074500 0.240759 -2.335154 -0.02 0.06 -0.01
H 1.669510 0.098340 -2.576643 -0.02 0.00 0.01
H 3.266418 0.092123 -0.764178 -0.01 0.02 -0.02
H 2.515668 -1.357134 -0.085961 -0.02 0.00 0.02
H 2.763384 0.076250 0.925351 -0.03 -0.02 0.03
H 0.868532 -0.886675 2.457294 0.39 -0.27 -0.08
C -2.457684 0.221606 1.178657 0.47 0.10 -0.55
C -1.576052 -0.042939 -0.063527 1.05 0.69 1.40
C -2.247671 -0.393153 2.313860 1.49 -0.43 0.18
C -1.971931 -1.192784 -0.764387 -0.24 -0.92 -0.69
H -3.221982 0.969338 1.007089 -0.19 -0.06 0.05
H -1.565561 0.848853 -0.686737 0.08 0.01 -0.05
H -2.075253 -2.130888 -0.238486 -0.13 0.00 0.06
H -1.127544 -0.997548 2.257283 -1.41 0.51 0.04
H -2.646448 -0.177482 3.292203 -0.32 -0.09 -0.02
H -2.119746 -1.198378 -1.834278 0.07 -0.02 -0.06
```
Positions in Å, forces in eV/Å.

## Properties
**Frontier orbital gap (alpha / beta)**: 7.66 / 7.73 eV
**E_HOMO (alpha / beta)**: -0.26695 / -0.27831 Eh

Atom charges from the Löwdin analysis, given in e for atoms 1 to 6:
1. C -0.5697
2. C -0.0422
3. C -0.0538
4. C -0.0639
5. C -0.1795
6. C 0.0759

=====

Entry from the Open Molecules 2025 dataset: a 2-piece molecular cluster, C10H16 overall in a non-equilibrium geometry (the ωB97M-V functional and the def2-TZVPD basis).

The geometry in XYZ format:
```
26
Properties=species:S:1:pos:R:3:forces:R:3
C 1.018581 1.524637 3.602425 1.55 -1.29 0.84
C 0.259602 1.659788 2.330958 -0.38 1.09 0.03
C 0.721503 2.508356 1.321214 -0.38 -0.78 0.44
C -0.057678 2.691068 0.186968 0.21 0.44 -0.17
C -1.220242 1.966776 0.002014 -0.18 -0.11 0.83
C -1.640845 1.057268 0.976319 -0.02 0.68 -0.05
C -0.979364 1.030602 2.190167 1.06 -0.93 -0.47
H 0.600743 1.911624 4.531429 -0.35 0.44 -0.33
H 2.070646 1.825290 3.547762 -0.29 0.78 -0.28
H 1.223154 0.477689 3.855259 -0.60 -0.30 -0.18
H 1.681386 2.979177 1.473335 0.00 0.28 -0.21
H 0.235463 3.447950 -0.530927 0.01 -0.13 -0.12
H -1.907233 2.183032 -0.786526 0.05 -0.05 -0.79
H -2.505974 0.447006 0.761019 -0.17 0.02 0.29
H -1.232918 0.348873 2.982423 -0.52 -0.15 0.16
C 1.188950 -1.613160 -2.510017 -0.51 1.00 -0.61
C -0.004506 -2.447512 -2.994744 0.98 -0.06 -0.54
C -0.754621 -3.092419 -1.858228 -0.95 -0.37 1.02
H 1.819223 -2.129045 -1.790873 -0.14 0.03 0.20
H 0.817502 -0.648688 -2.146426 0.17 -0.23 0.65
H 1.824063 -1.296624 -3.340706 0.05 -0.34 -0.15
H -0.636348 -1.833100 -3.638068 -0.16 0.04 0.17
H 0.435162 -3.180648 -3.677954 -0.32 -0.37 0.16
H -1.529142 -2.479025 -1.382898 0.28 0.52 -0.26
H -1.335156 -3.994950 -2.075844 0.40 -0.06 -0.48
H -0.091942 -3.343960 -1.028090 0.19 -0.14 -0.13
```
Positions in Å, forces in eV/Å.

## Properties
**Frontier orbital gap**: 9.96 eV
**SMILES**: Cc1ccccc1.CCC
**E_HOMO**: -0.33031 Eh

Atom charges from the Löwdin analysis, given in e for atoms 1 to 6:
1. C -0.0735
2. C -0.2851
3. C -0.0487
4. C -0.0935
5. C -0.1016
6. C -0.0837

=====

Entry from the Open Molecules 2025 dataset: a 2-piece molecular cluster, C10H16 overall in a non-equilibrium geometry (the ωB97M-V functional and the def2-TZVPD basis).

The geometry in XYZ format:
```
26
Properties=species:S:1:pos:R:3:forces:R:3
C 1.216137 1.838001 -2.064503 3.62 -0.90 1.96
C 0.122181 0.826902 -1.836229 0.30 1.18 -0.58
C 0.423539 -0.558604 -1.901708 -1.03 0.16 0.94
C -0.614811 -1.473249 -1.679356 -1.00 -0.33 -0.63
C -1.925248 -1.000163 -1.499120 1.01 1.40 0.69
C -2.179280 0.380748 -1.419681 0.33 0.77 -1.45
C -1.189691 1.372272 -1.695325 0.15 -3.36 1.48
H 2.145686 1.411598 -2.607648 -1.58 0.57 0.85
H 1.662983 2.410249 -1.132862 -0.91 -1.71 -1.11
H 0.906019 2.672811 -2.575704 -1.07 1.68 -1.79
H 1.449805 -0.945487 -1.940039 -0.38 0.55 -0.31
H -0.540606 -2.584106 -1.745357 0.56 1.06 0.19
H -2.723158 -1.660030 -1.244095 -0.40 -0.52 -0.19
H -3.204599 0.730672 -1.365490 -0.06 -0.18 0.44
H -1.438631 2.424387 -1.517683 0.45 -0.38 -0.54
C 1.775714 -0.816640 2.676221 0.38 -0.24 2.83
C 0.712534 -0.313121 1.744010 -3.49 0.06 -0.62
C -0.723662 -0.412650 2.515221 -0.29 2.10 -2.86
H 1.527196 -1.832591 3.217762 -0.29 2.10 -0.83
H 1.956866 0.008534 3.488118 -0.23 -1.73 -1.22
H 2.735669 -1.117043 2.300716 0.60 0.57 -0.84
H 0.685053 0.792715 1.438788 0.97 -1.58 0.42
H 0.552007 -0.894732 0.781090 0.66 0.56 1.24
H -0.953179 0.568385 3.016459 0.02 -0.83 -0.69
H -1.563598 -0.711660 1.789252 1.18 0.93 0.81
H -0.814927 -1.117198 3.257163 0.49 -1.92 1.79
```
Positions in Å, forces in eV/Å.

## Properties
**Frontier orbital gap**: 9.96 eV
**SMILES**: Cc1ccccc1.CCC
**E_HOMO**: -0.32923 Eh

Atom charges from the Löwdin analysis, given in e for atoms 1 to 6:
1. C -0.0863
2. C -0.2824
3. C -0.0696
4. C -0.1040
5. C -0.1076
6. C -0.0898

=====

Entry from the Open Molecules 2025 dataset: a 2-piece molecular cluster, C10H16 overall in a non-equilibrium geometry (the ωB97M-V functional and the def2-TZVPD basis).

The geometry in XYZ format:
```
26
Properties=species:S:1:pos:R:3:forces:R:3
C 1.978869 1.090620 -2.543013 -0.05 -0.14 1.41
C 1.894404 1.098947 -0.985977 0.76 0.88 -0.99
C 1.382103 -0.178298 -0.411767 -0.36 0.55 0.51
C 1.931833 -1.402704 -0.773699 0.49 -0.06 0.01
C 1.635065 -2.533244 -0.048249 -0.74 -0.54 0.34
C 0.676190 -2.491598 0.971845 0.51 -0.72 -0.43
C -0.011439 -1.335165 1.210636 0.73 0.84 0.27
C 0.394539 -0.164731 0.555514 -0.63 -0.37 0.57
H 1.138916 0.533544 -2.948835 -0.02 0.14 -0.27
H 2.916453 0.629304 -2.820795 0.09 -0.19 -0.40
H 1.985868 2.119104 -2.856559 -0.06 0.31 -0.55
H 2.901951 1.340986 -0.635204 0.25 -0.60 0.13
H 1.416245 2.021829 -0.648023 -0.89 -0.48 0.05
H 2.667353 -1.433420 -1.564985 0.10 -0.08 -0.06
H 2.065250 -3.511339 -0.232469 0.32 0.25 -0.28
H 0.543139 -3.391191 1.559964 -0.31 0.06 0.00
H -0.694606 -1.255067 2.037763 -0.39 -0.08 0.03
H -0.081493 0.743070 0.907810 0.23 0.20 -0.37
C -2.697595 1.539755 1.553672 0.40 -1.14 0.42
C -3.539441 0.488973 0.794448 0.74 0.99 -0.83
H -3.288132 2.328974 1.998854 -0.13 0.19 -0.02
H -2.172343 1.033815 2.367736 0.02 0.18 0.14
H -1.905898 1.956109 0.931307 -0.27 0.23 -0.10
H -3.611058 -0.498211 1.239305 -0.43 0.22 0.44
H -3.058720 0.309986 -0.158833 0.26 -0.19 -0.32
H -4.467452 0.959950 0.499553 -0.63 -0.45 0.28
```
Positions in Å, forces in eV/Å.

## Properties
**Frontier orbital gap**: 10.02 eV
**SMILES**: CCc1ccccc1.CC
**E_HOMO**: -0.33062 Eh

Atom charges from the Löwdin analysis, given in e for atoms 1 to 6:
1. C -0.0903
2. C -0.2083
3. C -0.2504
4. C -0.0471
5. C -0.0825
6. C -0.1031